Below is a 2-piece molecular cluster, C4H11N3 overall, with properties calculated with wB97M-V/def2-TZVPD.

Each atom is followed by the atoms it is bonded to, with distances in Å.
Cartesian coordinates (Å):
1 C 0.93 2.09 1.10  C2 1.339, H7 1.075, H8 1.074
2 C 0.07 1.07 1.18  C1 1.339, N3 1.397, N4 1.385
3 N -0.20 0.38 2.37  C2 1.397, H9 1.009, H10 1.009
4 N -0.57 0.64 0.02  C2 1.385, C5 1.264
5 C -0.96 -0.54 -0.15  N4 1.264, C6 1.483, H11 1.098
6 C -1.65 -0.95 -1.40  C5 1.483, H12 1.087, H13 1.091, H14 1.091
7 H 1.15 2.54 0.15  C1 1.075
8 H 1.45 2.45 1.96  C1 1.074
9 H -1.14 0.04 2.45  N3 1.009
10 H 0.11 0.87 3.19  N3 1.009
11 H -0.79 -1.35 0.58  C5 1.098
12 H -1.89 -0.08 -2.00  C6 1.087
13 H -0.98 -1.60 -1.96  C6 1.091
14 H -2.56 -1.50 -1.17  C6 1.091
15 N 1.54 -1.20 -1.58  H16 1.015, H17 1.009, H18 1.014
16 H 1.23 -0.23 -1.64  N15 1.015
17 H 2.08 -1.28 -0.73  N15 1.009
18 H 2.17 -1.37 -2.35  N15 1.014

Output
HOMO-LUMO gap, eV: 9.09
Strongest force on any atom, Eh/bohr: 0.0174
LUMO energy, eV: 1.05
SMILES: C=C(N)/N=C/C.N
Relative energy (zero: lowest compared OMol25 entry of this formula, charge and spin), eV: 1.652
Net charge: 0